Formula: C4H5N3
Source: the Open Molecules 2025 dataset
Level of theory: the ωB97M-V functional and the def2-TZVPD basis

```
! wB97M-V def2-TZVPD RIJCOSX def2/J DEFGRID3
* xyz 0 1
H 1.56 0.73 0.94
N 2.14 -0.04 0.64
C 1.50 -0.91 0.01
N 0.21 -0.84 -0.46
C -0.68 0.15 -0.12
C -0.54 1.50 -0.15
C -2.04 -0.41 0.15
N -3.09 -0.80 0.47
H 2.04 -1.82 -0.21
H -0.17 -1.73 -0.79
H 0.41 1.94 -0.42
H -1.34 2.25 -0.08
*
```

LUMO level ... 0.12 eV
HOMO ... -9.55 eV
Energy relative to the best compared isomer or geometry (same formula, charge and spin) ... 205.7 kJ/mol
HOMO-LUMO gap ... 0.3551 hartree
E_tot ... -8697.6808 eV
SMILES ... [H]/N=C\NC(=C)C#N

Atomic partial charges in e from the natural (NBO) method, atoms 1 to 8: 0.33 -0.66 0.28 -0.62 0.07 -0.39 0.24 -0.29